Entry from the Open Molecules 2025 dataset: a molecular structure, C19H40NNdP3Se in a non-equilibrium geometry (ωB97M-V/def2-TZVPD).

Computed properties:
2S+1   4
⟨S²⟩   3.756
Energy relative to the best compared isomer or geometry (same formula, charge and spin)   135.1 kJ/mol
Frontier orbital gap (alpha / beta)   6.6 / 6.9 eV
Net charge   +3

Structure (XYZ):
```
65
Properties=species:S:1:pos:R:3:forces:R:3:mulliken_spin:R:1
Nd 0.009646 1.161215 -0.514421 0.45 -1.03 1.96 3.05
Se 1.619935 2.129641 -2.586502 -0.26 -0.37 -1.81 -0.01
P -0.651181 -1.043630 1.388131 -1.08 -0.44 0.54 -0.01
P 2.503070 -0.192165 0.506779 1.37 -0.27 0.04 -0.01
P 0.350002 3.190224 1.440138 0.10 0.87 0.20 -0.01
N -2.293785 0.821481 -1.108228 -2.44 -0.35 -0.32 0.00
C 3.885519 0.894321 -0.006378 -0.20 0.32 -0.24 0.00
C 3.389259 1.408779 -7.116953 -0.55 0.48 0.67 0.00
C -2.438124 -1.444215 1.267467 -0.13 0.06 -0.20 0.00
C 1.003777 4.610174 0.438946 0.26 -0.44 -0.09 0.00
C 2.984031 -0.403425 2.259741 -0.44 0.22 0.34 0.00
C 0.145804 -3.477006 -2.377858 0.25 1.38 -0.58 0.00
C -0.045735 -2.748599 1.617463 0.40 -0.06 -0.36 0.00
C -0.637213 -0.405794 3.102323 0.19 0.29 0.02 0.00
C 3.627850 2.638724 -6.495842 -0.10 -0.38 0.65 0.00
C 3.140722 2.907933 -5.198516 -0.43 0.41 0.89 0.00
C -4.874872 0.418914 -1.159239 -0.47 -0.05 -0.10 0.00
C 2.000779 0.772718 -5.209677 -0.24 -0.30 0.12 0.00
C 0.675229 -2.746519 -3.397562 -0.21 -0.21 1.63 0.00
C 2.329295 1.960568 -4.546758 0.24 -0.74 -1.04 0.00
C -1.441816 3.544932 1.731473 0.06 -0.63 0.16 0.00
C 1.265448 3.079641 3.029256 0.05 -0.53 -0.14 0.00
C -3.445536 0.638449 -1.177323 1.80 0.31 0.30 0.00
C 2.509031 0.515354 -6.496314 0.34 0.19 0.19 0.00
C 3.190826 -1.773863 -0.126557 -0.48 -0.13 -0.44 0.00
H 4.281428 -1.671837 -0.165279 -0.26 -0.11 0.04 0.00
H -0.146346 -3.298539 0.673428 0.05 0.06 0.23 0.00
H 0.383687 -0.273710 3.473948 -0.16 -0.07 -0.01 0.00
H 2.548251 -1.308859 2.692778 0.06 0.15 -0.07 0.00
H 1.765062 -2.693708 -3.545083 -0.58 -0.15 -0.01 0.00
H 4.224237 3.391067 -7.002893 -0.02 -0.06 0.23 0.00
H 0.780553 -3.967822 -1.630177 -0.19 -0.17 -0.63 0.00
H 0.360550 1.184088 -2.587130 1.31 0.88 -1.93 0.00
H 2.671333 0.454677 2.860949 0.11 -0.12 0.01 0.00
H 4.810770 0.350644 0.201942 -0.02 0.29 -0.04 0.00
H 2.251033 -0.400278 -7.028720 -0.05 0.14 0.39 0.00
H -2.025416 3.237282 0.846737 0.13 0.20 0.13 0.00
H -0.669321 -3.230074 2.381092 0.18 0.12 -0.14 0.00
H 2.300357 2.760577 2.815008 -0.38 0.23 0.00 0.00
H -3.052904 -0.543297 1.378930 0.10 -0.19 0.07 0.00
H 2.930348 -2.607998 0.530416 -0.01 0.11 -0.13 0.00
H -0.941501 -3.504562 -2.183682 0.65 -0.06 -0.28 0.00
H -1.668704 4.585694 1.934495 0.11 0.20 0.03 0.00
H -1.168258 -1.123976 3.739364 0.14 0.19 -0.06 0.00
H -2.678841 -2.154277 2.070111 -0.08 0.21 -0.24 0.00
H -5.115041 -0.586604 -1.540230 0.17 0.31 0.03 0.00
H 1.302778 4.002377 3.605970 -0.15 0.12 -0.15 0.00
H 3.870562 1.832341 0.554185 0.08 -0.01 -0.03 0.00
H 3.856581 1.183897 -8.072997 -0.26 0.03 0.15 0.00
H 2.809367 -1.983009 -1.130936 0.16 -0.08 0.11 0.00
H 3.377761 3.853354 -4.698006 -0.02 -0.32 -0.38 0.00
H 1.000680 -2.777978 1.933110 -0.17 -0.04 -0.04 0.00
H -1.815702 2.934418 2.571585 0.23 0.24 -0.24 0.00
H -5.232242 0.479234 -0.113404 0.15 0.11 -0.48 0.00
H 0.544696 4.593973 -0.565186 0.01 0.10 0.40 0.00
H 3.812164 1.126614 -1.074849 0.23 -0.14 0.27 0.00
H -1.151284 0.563631 3.151675 0.05 -0.23 0.05 0.00
H 4.074619 -0.482740 2.303897 -0.15 -0.04 -0.01 0.00
H 0.064304 -2.083753 -4.019631 0.07 -0.65 -0.06 0.00
H -2.659336 -1.903382 0.295772 0.02 0.01 0.24 0.00
H 2.090644 4.472467 0.283084 -0.45 0.05 0.19 0.00
H 0.809192 2.289438 3.650337 0.09 0.35 -0.24 0.00
H -5.380707 1.173460 -1.792655 0.23 -0.32 0.36 0.00
H 0.831820 5.586672 0.897425 -0.06 -0.14 0.04 0.00
H 1.345906 0.032643 -4.743370 0.23 0.20 -0.19 0.00
```
Positions in Å, forces in eV/Å.

Entry from the Open Molecules 2025 dataset: a molecular structure, C19H41MnN6S2Si4Te in a non-equilibrium geometry (ωB97M-V/def2-TZVPD).

Computed properties:
2S+1   2
⟨S²⟩   0.765
Frontier orbital gap (alpha / beta)   6.0 / 6.1 eV
Net charge   +3

Structure (XYZ):
```
74
Properties=species:S:1:pos:R:3:forces:R:3:mulliken_spin:R:1
Te 0.267584 -1.126444 -0.467970 0.42 -0.50 0.67 -0.03
Mn -1.451233 -1.022089 -2.292413 -0.75 0.44 -0.62 1.09
S -2.221313 0.761154 -1.084341 -0.06 0.05 0.05 -0.01
S -3.159899 -1.118757 -3.781495 0.15 -0.07 0.07 -0.03
Si -0.090331 1.413614 2.911725 -0.30 0.01 -0.11 0.00
Si 2.917459 -2.081971 2.278223 0.04 -0.06 0.07 0.00
Si 3.550604 1.161651 -0.542489 0.01 0.02 0.03 0.00
Si 2.198694 -0.430371 0.662719 0.60 0.06 -0.06 -0.01
N -4.003174 2.722376 -0.926518 -0.17 0.00 -0.05 0.01
N -2.998604 -3.069844 -5.744415 -0.03 0.06 0.02 0.00
N -3.547026 2.023762 -3.043475 -0.08 0.04 0.00 0.01
N -2.196739 -4.096001 -6.145646 -0.04 -0.05 -0.08 0.00
N -0.600545 -2.688626 -3.302554 -0.06 0.00 0.02 -0.01
N -1.388920 -3.085824 -4.391770 -0.07 -0.01 -0.10 -0.01
C -4.174627 1.607964 1.289977 -0.14 0.00 -0.08 0.01
C -1.258516 0.066831 3.344463 0.16 0.09 0.04 0.00
C 4.592009 0.005295 -1.589244 -0.08 0.12 0.06 0.00
C -4.276024 4.009037 1.074234 0.14 0.00 -0.01 0.00
C -4.360326 1.742588 2.659510 0.01 0.00 -0.01 0.00
C 3.722471 -3.276323 1.072827 -0.09 0.11 0.09 0.00
C 1.362321 1.750319 3.979959 -0.08 -0.10 -0.15 0.00
C -4.122268 2.751127 0.501780 0.06 0.00 0.09 0.00
C -0.533862 2.583441 1.571013 0.15 0.01 0.24 0.00
C 4.190431 -1.281710 3.386769 -0.10 -0.05 -0.06 0.00
C -3.369361 1.880693 -1.736171 0.12 0.06 0.04 0.00
C -1.206567 -4.110831 -5.317577 0.08 -0.02 0.04 0.00
C 2.400609 2.254912 -1.535258 0.11 -0.10 0.05 0.00
C -4.453891 4.129569 2.443191 0.02 0.03 0.01 0.00
C 4.559196 2.078232 0.737508 -0.06 0.00 -0.13 0.00
C -0.062037 -5.048009 -5.326467 0.02 0.00 0.01 0.00
C -2.536375 -2.435725 -4.682973 -0.01 -0.07 -0.04 0.00
C -4.491070 2.995405 3.242332 0.02 0.00 0.02 0.00
C 1.463954 -2.822689 3.193679 0.11 0.09 -0.08 0.00
H -4.454688 3.510094 -1.373803 -0.08 -0.05 -0.04 0.00
H 1.912091 3.003660 -0.909614 0.00 -0.02 0.02 0.00
H 4.024617 -4.161530 1.640560 0.02 0.00 -0.01 0.00
H -0.185846 -5.733353 -6.161105 -0.01 0.00 0.00 0.00
H 3.994062 -0.715483 -2.148864 -0.01 0.02 -0.01 0.00
H -4.579178 5.110899 2.880050 -0.01 0.00 0.00 0.00
H -1.692912 -0.385629 2.452139 -0.02 0.05 -0.02 0.00
H 0.596038 -2.993103 2.554438 0.02 0.01 -0.02 0.00
H 2.186576 2.221216 3.442148 -0.02 0.01 0.00 0.00
H -3.850705 -2.874993 -6.253329 0.00 0.00 0.01 0.00
H 3.047696 -3.600693 0.280149 -0.02 -0.02 0.03 0.00
H -2.079933 0.519238 3.915586 0.03 0.02 -0.02 0.00
H -0.805772 -0.701502 3.970167 0.03 0.01 -0.01 0.00
H -4.257936 4.897586 0.453285 -0.01 -0.01 0.00 0.00
H -4.657197 3.087995 4.307291 -0.01 0.00 0.00 0.00
H 5.151719 0.604348 -2.313246 0.01 0.00 0.01 0.00
H 1.630345 1.680411 -2.053662 0.01 -0.02 0.02 0.00
H -1.344701 3.220429 1.954132 -0.03 -0.01 0.04 0.00
H 4.622212 -2.858208 0.617916 -0.01 0.01 0.00 0.00
H 1.769074 -3.792434 3.595774 0.01 0.01 0.00 0.00
H 5.100990 1.402032 1.400938 -0.02 -0.01 -0.01 0.00
H -4.133973 0.623477 0.848502 0.00 0.01 -0.02 0.00
H -0.505727 -3.474251 -2.658886 0.05 -0.03 -0.01 0.00
H 5.306876 2.695618 0.231670 -0.01 -0.01 -0.01 0.00
H 0.297210 3.230863 1.290581 0.00 0.00 0.02 0.00
H 3.780721 -0.519836 4.050959 -0.02 0.00 -0.02 0.00
H 1.026446 2.471721 4.739681 -0.01 0.01 -0.01 0.00
H -4.450802 0.850922 3.267200 -0.02 0.00 0.00 0.00
H 3.950454 2.752185 1.343631 -0.01 -0.02 0.00 0.00
H -0.023032 -5.630931 -4.404569 0.00 0.00 0.00 0.00
H -4.203384 2.688786 -3.425854 -0.02 -0.02 0.00 0.00
H 1.164489 -2.207841 4.044336 0.00 0.02 -0.01 0.00
H 0.328998 -2.435513 -3.637491 0.03 -0.03 0.00 0.00
H 2.978640 2.791341 -2.292165 0.01 0.00 0.02 0.00
H 5.007959 -0.838116 2.815639 -0.02 0.00 -0.01 0.00
H -0.932681 2.068803 0.694978 0.03 -0.03 0.07 0.00
H 5.320676 -0.540153 -0.987180 -0.02 0.00 0.01 0.00
H -2.986291 1.497941 -3.689518 0.06 -0.03 -0.05 0.00
H 1.712056 0.865318 4.511043 -0.02 -0.01 0.01 0.00
H 0.882752 -4.516605 -5.453667 0.00 0.00 0.00 0.00
H 4.629437 -2.057464 4.021025 -0.01 0.00 -0.01 0.00
```
Positions in Å, forces in eV/Å.

Entry from the Open Molecules 2025 dataset: 3 unconnected molecules or ions with the total composition C19H41N2O3 in a non-equilibrium geometry (ωB97M-V/def2-TZVPD).

Computed properties:
Energy relative to the best compared isomer or geometry (same formula, charge and spin)   415.7 kJ/mol
Frontier orbital gap   4.6 eV
Net charge   +1

Structure (XYZ):
```
65
Properties=species:S:1:pos:R:3:forces:R:3:lowdin_charge:R:1
O 4.455770 13.037100 15.713240 -0.61 0.62 1.88 -0.08
O 5.440000 12.457570 13.891340 1.52 -1.48 -2.98 -0.07
O 6.010700 14.327320 14.802530 1.53 2.01 -0.02 0.08
N 15.844780 12.243160 11.662600 0.30 -0.12 -1.20 -0.24
N -0.991880 9.279090 18.733460 -2.01 -0.23 0.66 -0.22
C 18.520420 14.034010 9.416790 0.87 0.30 -0.22 -0.10
C -1.402920 10.505910 17.822920 1.89 -0.13 -0.70 -0.09
C 13.143610 12.079040 12.991360 -0.18 -1.13 -0.74 -0.16
C 13.376690 11.930790 11.435330 -1.07 0.43 1.52 -0.14
C 14.405890 11.894390 13.802350 1.02 1.42 -0.29 -0.16
C 1.154000 9.341870 22.132660 0.32 0.51 -0.15 -0.09
C -2.328370 8.570780 19.259890 2.60 0.55 -0.88 0.07
C -0.184720 9.765220 19.963020 0.07 0.46 -0.17 -0.12
C 14.607680 12.568720 10.840530 -0.56 0.36 0.61 -0.13
C -1.987880 10.101160 16.485480 -0.84 -1.50 -0.33 -0.16
C -0.185380 8.222180 17.933560 -0.71 1.20 -1.19 -0.06
C 17.375070 13.132420 9.686470 -2.56 -0.53 0.73 -0.25
C -1.139310 9.104680 15.616580 0.90 0.68 1.52 -0.15
C 5.292540 13.234380 14.828710 -4.58 -2.69 2.92 -1.00
C 16.245500 10.747470 11.497500 0.06 1.56 0.86 0.07
C 16.971720 13.175200 11.201760 2.17 -1.42 -1.31 -0.13
C -0.762430 7.892790 16.489530 -0.66 -0.36 0.34 -0.16
C 0.169900 8.768500 21.096490 0.25 -0.08 -0.36 -0.22
C 15.616300 12.625130 13.150960 -0.42 -1.39 -0.87 -0.07
H 15.523720 13.706710 13.052430 -0.15 -0.08 0.69 0.13
H -0.108980 7.339670 18.568730 0.03 0.11 -0.19 0.12
H -2.019870 11.233850 18.349780 -0.09 -0.54 0.38 0.14
H 18.851720 13.906930 8.386160 -0.29 0.47 -0.14 0.09
H 0.782680 8.705170 17.800600 0.15 -0.22 0.07 0.14
H 6.298330 13.945790 13.969890 2.08 1.42 -1.72 0.06
H 16.402540 13.388180 9.265910 0.42 0.51 -1.13 0.10
H 14.641180 10.848720 14.000570 0.05 -0.02 -0.24 0.11
H -1.582620 8.889880 14.644250 -0.53 -0.44 0.44 0.12
H 14.578110 12.218260 9.808830 1.13 -0.13 0.05 0.14
H -0.159090 9.467550 15.307400 -0.02 1.02 0.19 0.12
H 14.308630 12.362250 14.782020 -0.07 -0.05 0.11 0.13
H -0.676540 8.433840 21.696190 -0.41 0.05 -0.48 0.11
H 17.922280 12.878600 11.645110 -0.36 -0.21 1.02 0.13
H 17.636530 12.172460 9.241250 -0.19 -0.44 0.68 0.12
H -2.915810 9.620010 16.794590 -0.38 -0.44 -0.69 0.10
H 16.825570 14.228540 11.440980 -0.70 -0.26 0.27 0.14
H -0.499660 11.031200 17.512610 0.57 -0.04 0.84 0.14
H 17.175310 10.724270 12.065850 0.09 -0.55 -0.30 0.11
H 16.541520 12.300660 13.627190 0.04 0.48 0.13 0.13
H 12.547310 12.961330 13.223930 0.60 0.41 -0.09 0.12
H 16.362190 10.471190 10.449570 0.06 0.33 0.16 0.11
H 14.587270 13.657150 10.785740 -0.25 0.07 0.25 0.14
H 0.616690 7.891090 20.628900 0.08 -0.17 0.19 0.10
H 13.353430 10.896210 11.092990 -0.15 -0.10 0.30 0.12
H 0.775920 10.196420 22.693810 -0.40 0.10 -0.24 0.08
H 12.490330 12.429380 11.043040 0.14 -0.18 -0.62 0.13
H -0.696910 10.615310 20.413700 -0.46 -0.03 -0.28 0.13
H -1.934730 7.727960 19.828060 -0.40 -0.07 -0.11 0.09
H 1.403450 8.619390 22.909770 -0.06 -0.28 -0.29 0.08
H 19.387220 13.666960 9.966360 0.06 0.17 0.37 0.09
H 15.507690 10.105880 11.979250 -0.02 0.28 -0.09 0.10
H -2.792930 8.257620 18.324900 -0.56 0.02 0.63 0.09
H -1.622710 7.224370 16.524510 -0.15 -0.07 0.53 0.11
H -2.852610 9.250670 19.931470 -0.15 0.02 -0.49 0.11
H -0.022880 7.296110 15.955530 0.31 0.06 0.28 0.12
H 18.347450 15.078940 9.674290 0.06 -0.01 -0.19 0.09
H -2.337760 10.944820 15.890560 0.43 0.33 0.30 0.13
H 2.086250 9.688790 21.686970 0.04 -0.16 -0.13 0.08
H 0.695870 10.206960 19.496620 0.33 -0.22 0.23 0.13
H 12.474050 11.285430 13.322980 -0.16 -0.14 -0.32 0.12
```
Positions in Å, forces in eV/Å.